# C2H5N2S

A 2-piece molecular cluster, C2H5N2S overall in a non-equilibrium geometry (the ωB97M-V functional and the def2-TZVPD basis, the Open Molecules 2025 dataset).

Geometry as XYZ:
```
10
Properties=species:S:1:pos:R:3:nbo_charge:R:1
C -1.4381 -0.4591 -0.1555 0.24
C 1.4045 1.0046 0.7725 0.03
N 0.7236 0.8311 -0.2554 -0.69
N -0.9070 -1.5629 -0.4793 -0.75
S -2.3660 0.6907 0.2505 0.49
H 1.0257 0.3804 1.6007 0.17
H 2.2930 1.8117 1.0301 0.21
H 0.8242 1.2108 -1.1652 0.38
H -0.0204 -1.5725 -0.8172 0.45
H -1.5393 -2.3349 -0.7812 0.46
```

Calculated values
E_HOMO in eV: -14.1209
Net charge: +1
E_tot in a.u.: -586.5578
Molecular weight in g/mol: 89.14